# 1
C3H10O | ωB97M-V/def2-TZVPD

```
14
C3H10O (ωB97M-V/def2-TZVPD)
C 2.17 -0.33 -0.32
C 0.74 -0.77 -0.69
H 2.43 -0.77 0.65
H 2.98 -0.56 -1.01
H 2.20 0.73 -0.09
H 0.28 -0.10 -1.42
H 0.24 -0.85 0.25
H 0.82 -1.66 -1.32
C -1.83 0.56 0.99
O -2.16 1.55 0.00
H -2.54 0.58 1.79
H -0.82 0.90 1.21
H -1.73 -0.46 0.62
H -2.77 1.18 -0.65
```

Values from the calculation:
- spin multiplicity = 1
- E_tot (Ha) = -195.492450
- LUMO (eV) = 0.9927

# 2
C3H10O | ωB97M-V/def2-TZVPD

```
14
C3H10O (ωB97M-V/def2-TZVPD)
C -0.30 1.88 0.90
C -0.51 0.53 1.61
H -0.22 1.84 -0.25
H -1.12 2.53 1.05
H 0.57 2.39 1.20
H -1.07 0.56 2.55
H -0.97 -0.15 0.91
H 0.60 0.07 1.99
C 0.81 -1.75 -1.70
O -0.37 -1.12 -1.25
H 1.27 -1.15 -2.51
H 0.87 -2.83 -1.83
H 1.60 -1.59 -0.83
H -1.16 -1.19 -1.82
```

Values from the calculation:
- spin multiplicity = 1
- E_tot (Ha) = -195.475208
- LUMO (eV) = 0.8795

# 3
C3H10O2 | ωB97M-V/def2-TZVPD

```
15
C3H10O2 (ωB97M-V/def2-TZVPD)
C -1.56 -2.74 0.74
C -0.61 -2.07 0.05
C 0.78 -1.88 0.60
H -2.47 -2.84 0.15
H -1.48 -3.31 1.62
H -0.86 -1.48 -0.84
H 1.33 -1.37 -0.24
H 0.92 -1.33 1.51
H 1.13 -2.89 0.60
O -0.59 2.48 2.02
H -0.36 2.99 1.22
H -1.18 1.76 1.70
O 1.49 2.80 -3.03
H 2.41 2.71 -2.74
H 1.59 3.61 -3.54
```

Values from the calculation:
- spin multiplicity = 1
- E_tot (Ha) = -270.725518
- LUMO (eV) = 0.6295

# 4
C3H10O2S2 | ωB97M-V/def2-TZVPD

```
17
C3H10O2S2 (ωB97M-V/def2-TZVPD)
O -0.64 0.00 1.08
C -0.04 1.35 0.81
C 0.79 1.72 -0.58
C 1.67 0.37 -0.88
S 1.20 -0.44 -2.39
S -0.29 -1.63 -1.61
H -1.37 -0.53 0.76
H -0.76 2.10 1.04
H 0.75 1.34 1.57
H 0.14 1.96 -1.42
H 1.47 2.51 -0.31
H 2.76 0.77 -0.98
H 1.46 -0.47 -0.19
H 0.53 -2.77 -1.57
O -2.81 -1.84 1.52
H -2.98 -2.76 1.69
H -1.88 -1.68 1.45
```

Values from the calculation:
- spin multiplicity = 1
- E_tot (Ha) = -1067.072561
- LUMO (eV) = 0.4232

# 5
C3H10O2S2 | ωB97M-V/def2-TZVPD

```
17
C3H10O2S2 (ωB97M-V/def2-TZVPD)
C -0.86 -0.46 0.65
C 0.43 -1.02 -0.02
O 0.74 -0.22 -1.11
C -1.81 0.06 -0.57
S -3.42 0.77 -0.11
S 3.81 -0.36 -0.98
H -0.71 0.43 1.20
H -1.58 -1.03 1.34
H 1.25 -0.92 0.72
H 0.30 -2.08 -0.28
H 1.82 -0.24 -1.10
H -1.98 -0.64 -1.36
H -1.09 0.78 -0.85
H -4.04 1.39 -1.14
H 2.62 1.10 1.96
H 2.56 1.25 0.42
O 1.96 1.22 1.23
```

Values from the calculation:
- spin multiplicity = 1
- E_tot (Ha) = -1066.931570
- LUMO (eV) = -5.0472

# 6
C3H10O2S2 | ωB97M-V/def2-TZVPD

```
17
C3H10O2S2 (ωB97M-V/def2-TZVPD)
O -1.01 1.22 -0.33
C -0.32 0.58 -1.40
C 0.99 -0.14 -0.98
C 0.83 -1.11 0.17
S 1.21 -0.62 1.86
S 2.00 1.12 1.98
H -0.73 1.07 0.60
H -0.16 1.19 -2.26
H -1.19 -0.07 -1.76
H 1.77 0.63 -0.92
H 1.14 -0.73 -1.92
H 1.47 -1.96 -0.16
H -0.20 -1.48 0.22
H 1.37 2.28 1.72
O -2.10 -0.82 1.19
H -2.08 -0.06 0.60
H -3.00 -1.11 1.38
```

Values from the calculation:
- spin multiplicity = 1
- E_tot (Ha) = -1067.094484
- LUMO (eV) = 0.5374

Copy entry 6 word for word.
C3H10O2S2 | ωB97M-V/def2-TZVPD

```
17
C3H10O2S2 (ωB97M-V/def2-TZVPD)
O -1.01 1.22 -0.33
C -0.32 0.58 -1.40
C 0.99 -0.14 -0.98
C 0.83 -1.11 0.17
S 1.21 -0.62 1.86
S 2.00 1.12 1.98
H -0.73 1.07 0.60
H -0.16 1.19 -2.26
H -1.19 -0.07 -1.76
H 1.77 0.63 -0.92
H 1.14 -0.73 -1.92
H 1.47 -1.96 -0.16
H -0.20 -1.48 0.22
H 1.37 2.28 1.72
O -2.10 -0.82 1.19
H -2.08 -0.06 0.60
H -3.00 -1.11 1.38
```

Values from the calculation:
- spin multiplicity = 1
- E_tot (Ha) = -1067.094484
- LUMO (eV) = 0.5374

Question: The lowest LUMO belongs to which entry?
Answer: number 5

Question: E_tot of number 1 (C3H10O)?
Answer: -195.492450 Ha